Record 1
C19H39AlBBeBr4F7GaN3O13SSi as an isolated structure in a non-equilibrium geometry. Source: the OMol25 dataset; level of theory: ωB97M-V/def2-TZVPD.

Calculated values
- HOMO: -6.419 eV
- Calculated total energy: -15778.2787 hartree
- Relative energy (zero: lowest compared OMol25 entry of this formula, charge and spin): 1006.3 kJ/mol

The geometry in XYZ format:
```
91
Properties=species:S:1:pos:R:3:forces:R:3:lowdin_charge:R:1
H -5.02766 -2.83707 -9.43782 -1.7 0.5 1.8 0.119
C -1.38624 4.14275 0.38845 -1.6 0.0 -1.0 -0.278
F -4.14593 5.73483 0.54190 4.6 2.5 0.7 0.009
H 5.33616 0.68965 4.98694 0.1 0.1 -0.1 0.104
O -6.78190 -4.83306 -8.96613 0.1 0.1 -0.3 0.001
H -3.55164 -1.85861 -5.52079 0.1 0.3 0.1 0.053
H 0.53483 1.71802 6.40392 -0.6 0.7 -2.5 -0.045
C 0.38440 -0.05191 -2.54548 2.6 -4.4 -1.8 -0.219
H 0.72999 -0.35418 2.80985 -2.0 0.4 -1.3 0.128
Al -2.72996 0.06803 7.03627 -0.1 -0.1 1.5 0.906
C 1.87354 2.98489 9.12058 0.3 0.2 0.1 -1.572
O -1.11793 0.83482 2.89513 0.1 -1.3 2.1 -0.289
Br 2.76043 2.03598 7.67243 0.1 0.2 0.6 0.594
H 2.48257 2.83879 10.01878 -0.3 0.0 -0.4 -0.020
C 7.06063 0.46806 6.26282 -0.1 0.0 0.2 -0.090
F -2.07446 5.02626 2.72383 1.4 1.2 -4.3 0.023
C -0.81393 -0.95694 5.41999 -0.3 -1.9 -0.6 -0.248
H 1.18489 -6.77679 -3.65439 0.0 0.0 -0.1 0.069
O 7.02519 1.29694 4.00639 0.2 0.2 -0.4 -0.110
C -1.65760 5.44915 1.35470 0.2 1.3 1.6 -0.114
C 6.38881 0.40238 4.90698 0.4 -0.2 0.2 -0.334
O -8.20996 -5.22641 -10.52648 0.4 0.3 -0.1 -0.003
H 3.02182 1.59671 -1.30673 -0.8 -1.4 1.6 0.094
H 2.34249 -4.10485 -4.93937 0.0 0.0 0.2 0.120
Be -2.68836 5.98976 -1.96993 -0.3 -0.1 -1.3 0.478
H 0.98298 -3.04556 -4.57803 0.2 -0.1 0.3 0.078
H -2.94997 -3.47002 -7.03489 -0.1 -0.2 0.0 0.038
N -7.17703 -4.66094 -10.13105 -0.9 -0.9 0.8 -0.616
H -3.65584 0.62072 5.55405 0.2 2.0 -1.7 -0.052
C 2.67715 0.93208 -0.38796 1.5 1.8 0.1 -0.090
O -0.01750 1.30942 -2.06668 1.7 -5.5 -1.5 -0.208
O 3.93232 2.86224 1.14023 0.6 0.8 -2.1 -0.310
F -2.41792 7.29880 -0.35172 -1.4 -2.3 3.7 -0.090
F -3.14587 7.39485 1.93459 0.9 -3.1 -4.1 0.025
H -0.90582 -1.27735 2.65128 1.2 1.9 -0.7 0.115
C -0.32253 -0.31495 0.67054 -0.4 -0.5 1.4 -0.187
N 1.93755 -4.20297 -1.79445 -0.3 0.0 -1.4 0.118
H -1.47376 -1.82026 4.92581 1.2 1.8 1.2 0.095
Ga 0.60611 1.29367 -0.23268 0.4 -3.1 -0.6 0.422
F -2.46270 3.12233 0.41460 3.2 3.4 0.1 0.004
H -2.82768 2.29962 5.98536 -0.4 -1.4 -1.2 0.078
C -4.03260 -3.00513 -9.88379 3.0 -1.4 -2.1 -0.227
H 0.18185 -4.92451 -5.88119 0.0 0.1 0.2 0.114
O 0.53389 3.32478 2.33780 -1.8 -0.6 -4.2 -0.416
H -3.39906 1.99169 4.20597 0.8 -1.2 1.9 0.125
O -5.32047 -1.88381 -7.03446 0.1 1.2 -1.7 -0.153
Br 1.79759 4.90065 8.79125 0.0 -0.6 0.0 0.583
Si -1.17259 0.77000 4.64929 2.3 1.6 -2.6 0.442
O 1.36509 4.30091 0.20104 -3.6 -3.0 0.8 -0.432
H 0.31135 -1.28376 5.20768 -2.4 0.9 0.8 0.111
O -3.10334 -3.54399 -9.10873 -1.5 0.9 -0.5 -0.023
H 1.19986 1.65592 4.57500 -2.0 0.9 1.5 0.074
H -1.43196 -0.41710 0.30461 2.1 0.1 0.7 0.091
O -6.53927 -3.92334 -10.90064 0.3 0.6 -0.2 -0.015
H -1.05691 -0.94254 6.56682 1.4 -0.6 -1.9 -0.086
C 0.27397 1.94469 5.27015 -0.4 -0.5 0.0 -0.204
C -2.93359 1.47243 5.16356 -0.6 0.6 -0.1 -0.257
H 7.01669 1.48548 6.66515 -0.1 -0.1 -0.1 0.079
H 6.43994 -0.60901 4.49219 -0.2 -0.1 0.1 0.115
H 4.68662 0.82894 2.41367 -1.3 -1.2 -0.4 0.091
F -1.28288 4.66506 -1.02338 -0.2 -1.5 3.6 -0.168
C 0.97959 -6.52053 -4.69815 -0.1 -0.1 0.0 -0.116
H -4.30938 -3.55588 -10.79884 0.1 -0.7 0.6 0.078
H 2.85238 -0.20683 -0.60084 -0.3 2.2 0.5 0.102
H -2.73022 -2.83229 -4.27322 0.0 -0.1 -0.1 0.076
H -0.09088 3.04531 5.08782 1.1 -2.0 0.4 0.069
H 6.57883 -0.21268 6.97026 0.1 0.0 0.0 0.077
H 7.95729 1.02818 3.93587 -0.5 0.2 0.0 0.095
H -1.78112 -2.11651 -5.60209 0.0 0.3 0.2 0.074
H 8.11988 0.20252 6.18363 -0.1 -0.1 0.0 0.078
O 3.90620 0.39614 1.93536 0.8 4.9 -1.7 0.049
H -3.82478 -2.00553 -10.30199 0.1 0.9 1.1 0.117
C -0.35112 -0.27615 2.31156 0.1 -2.4 -0.1 -0.322
F -0.44025 6.33624 1.46671 -4.2 -3.3 -0.4 0.031
O -2.94595 -3.73756 -6.10014 0.1 0.0 0.0 -0.134
Br 5.36446 4.09241 1.92102 -0.4 -0.8 0.3 0.828
S 0.27761 3.32376 0.79682 5.2 4.5 3.1 0.785
Br 0.11481 2.24546 9.50036 0.3 0.1 -0.1 0.538
H 0.29140 -1.29562 0.37603 -1.4 2.1 0.6 0.106
H 4.01364 3.32595 0.24401 -1.0 -0.9 1.2 0.112
B 3.51756 1.44776 0.93048 -0.1 -4.6 0.7 -0.484
C 1.41172 -4.03207 -4.36395 -0.3 0.2 -0.3 -0.212
H -0.50790 -5.03116 -4.26263 0.2 0.1 -0.2 0.114
C -2.86350 6.44623 0.79464 -2.0 1.8 2.1 -0.184
C 1.70268 -4.12543 -2.92808 0.4 0.0 1.1 -0.267
H -5.19652 -2.60603 -6.44602 0.1 -1.5 0.7 -0.080
N 0.85187 -1.21125 -2.95874 -4.3 10.5 3.8 0.121
H 1.90581 -6.63453 -5.27011 -0.1 0.0 0.1 0.073
C 0.42922 -5.10632 -4.82887 -0.2 -0.4 -0.1 -0.267
C -2.74009 -2.56590 -5.33269 0.0 -0.3 -0.3 -0.171
H 0.25290 -7.24393 -5.08105 0.1 0.1 0.0 0.074
```
Forces are in eV/Å.


Record 2
A 3-piece molecular cluster, C19H39BF9N2O overall. Source: the OMol25 dataset; level of theory: ωB97M-V/def2-TZVPD.

Calculated values
- Charge: -1
- HOMO: -5.229 eV
- Calculated total energy: -1855.8001 hartree
- Relative energy (zero: lowest compared OMol25 entry of this formula, charge and spin): 0.0 kJ/mol

The geometry in XYZ format:
```
71
Properties=species:S:1:pos:R:3:forces:R:3:lowdin_charge:R:1
H -2.80369 -1.64548 4.43932 0.0 0.0 0.0 0.072
H -1.13520 3.92193 -0.51300 0.0 -0.1 0.0 0.111
F -5.57049 3.24830 -0.51850 -0.2 0.0 -0.1 0.150
H -1.70000 -2.32009 2.45316 0.0 0.0 0.0 0.105
H 7.04197 1.05047 -1.94980 0.0 0.0 0.0 0.078
C -3.72163 -4.90397 1.82401 0.0 0.0 0.0 -0.258
H 4.91732 0.73050 -0.65821 0.0 0.0 0.0 0.103
C -2.18748 2.83664 0.99587 0.0 0.0 0.0 -0.412
H 6.25460 -2.76983 -1.03324 0.0 0.0 0.0 0.061
B 2.79531 3.17016 -1.19601 0.1 0.1 -0.1 -0.603
H -3.01476 -5.54860 2.35474 0.0 0.0 0.0 0.108
F -4.40348 4.03660 -2.60212 0.0 -0.1 -0.1 0.101
H 3.13527 -0.89254 -3.18554 0.0 0.0 0.0 0.110
H -2.78612 4.58970 -1.59031 0.0 0.0 0.1 0.156
C -1.31010 4.00201 0.56557 0.0 0.1 0.0 -0.157
F -2.68621 3.04642 2.24670 0.0 0.0 0.0 0.116
H -2.05864 -1.83357 -0.13485 0.0 0.0 0.0 0.085
H -5.52328 -5.91719 2.46104 0.0 0.0 0.0 0.066
H 3.13450 0.31094 -1.91417 0.0 0.0 0.0 0.087
H -4.03071 -2.90656 4.34374 0.0 0.0 0.0 0.051
C 1.05782 4.18823 0.41730 0.0 0.2 -0.1 -0.215
C -3.40315 -2.24258 3.74979 0.0 0.0 0.0 -0.081
H 4.93535 -3.56961 -1.88549 0.0 0.0 0.0 0.049
F 3.53580 2.43635 -0.16755 0.0 0.0 0.0 -0.128
H 7.30536 0.80534 -0.21818 0.0 0.0 0.0 0.069
H -3.56050 -0.94773 -0.43890 0.0 0.0 0.0 0.070
F -4.44198 4.54537 0.80893 0.0 0.1 0.1 0.141
C -3.86994 4.56347 -1.48319 0.1 0.0 0.0 -0.289
C -3.82088 -2.72331 0.74994 0.0 0.0 0.0 -0.271
H 5.07776 -1.96918 -3.75423 0.0 0.0 0.0 0.109
F -2.93770 2.07058 -1.11193 0.0 0.0 0.0 0.137
H -1.95815 -3.79677 3.34095 0.0 0.0 0.0 0.112
H 1.78223 -1.49530 -1.12529 0.0 0.0 0.0 0.065
H -5.76632 -4.20178 2.14044 0.0 0.0 0.0 0.064
C 5.85385 -2.99993 -2.02197 0.0 0.0 0.0 -0.091
H 1.02967 5.22858 0.06437 0.1 0.0 0.0 0.118
H -4.05536 -1.55451 3.20959 0.0 0.0 0.0 0.065
H 6.57594 -3.64591 -2.52810 0.0 0.0 0.0 0.063
H -4.11465 -3.30575 -0.12870 0.0 0.0 0.0 0.115
H 0.64980 3.59691 -1.62659 -0.1 0.0 0.1 0.076
C -5.06858 -4.92878 2.55839 0.0 0.0 0.0 -0.090
H 3.27451 -1.61583 -0.20382 0.0 0.0 0.0 0.066
H 7.64297 -0.50425 -1.34816 0.0 0.0 0.0 0.056
H 6.60980 -1.36271 -3.17897 0.0 0.0 0.0 0.097
H 2.91429 2.60200 -2.28610 0.0 0.0 0.1 0.034
H 2.96714 -2.73111 -1.54315 0.0 0.0 0.0 0.048
C 3.49002 -0.69053 -2.16944 -0.1 0.1 0.0 -0.238
C -2.47830 -3.00576 2.79389 0.0 0.0 0.0 -0.243
N -3.07848 -3.62119 1.61981 0.0 0.0 0.0 -0.203
H -4.75825 -2.36451 1.20641 0.0 0.0 0.0 0.102
C -3.40225 2.54312 0.07474 0.0 0.0 -0.1 -0.355
H -4.95877 -4.72008 3.62211 0.0 0.0 0.0 0.052
C 2.85200 -1.69928 -1.20621 0.0 0.0 0.0 -0.083
C 6.96449 0.32632 -1.13733 0.0 0.0 0.0 -0.093
H 5.47123 -0.86331 -0.15312 0.0 0.0 0.0 0.101
F -4.33402 5.82600 -1.35500 -0.1 0.1 0.0 0.096
C 5.63158 -1.72087 -2.84390 0.0 0.0 0.0 -0.256
H -1.88330 4.91851 0.77782 0.0 0.0 -0.1 0.145
C -4.34451 3.73279 -0.26122 0.2 -0.1 0.1 -0.379
H 0.83088 2.25560 -0.47636 0.1 0.0 0.0 0.095
H 3.25664 4.31981 -1.26885 0.0 0.0 0.0 0.041
H -2.78801 -0.84289 1.13135 0.0 0.0 0.0 0.056
C -3.00617 -1.51991 0.30544 0.0 0.0 0.0 -0.086
H 1.89358 4.09691 1.10888 -0.1 -0.1 0.0 0.116
H -3.86143 -5.35290 0.83517 0.0 0.0 0.0 0.107
C 5.52110 -0.12456 -0.97188 0.0 0.1 0.0 -0.264
N 4.94009 -0.61827 -2.20916 0.1 -0.1 0.0 -0.193
F -1.48976 1.68132 1.03659 0.0 0.0 0.0 0.136
F -4.13239 1.56863 0.65097 0.0 0.1 0.0 0.143
C 1.21808 3.24562 -0.75296 -0.1 0.1 0.0 -0.204
O -0.11628 3.98181 1.26447 -0.1 -0.1 0.0 -0.114
```
Forces are in eV/Å.